DFT (wB97M-V/def2-TZVPD) results for a 9-piece molecular cluster, C36H63N9 overall at a distorted geometry.

Relative energy (zero: lowest compared OMol25 entry of this formula, charge and spin): 28.8 kcal/mol
SMILES string: CCCC#N.CCCC#N.CCCC#N.CCCC#N.CCCC#N.CCCC#N.CCCC#N.CCCC#N.CCCC#N
M: 621.963 g/mol
DFT total energy: -1902.24681 Ha
Frontier orbital gap: 11.27 eV

Structure (ORCA input):
```
! wB97M-V def2-TZVPD RIJCOSX def2/J DEFGRID3
* xyz 0 1
C -26.761 7.615 15.008
C -26.473 6.089 14.879
C -26.886 5.564 13.516
C -26.188 6.267 12.419
N -25.602 6.796 11.560
H -27.801 7.856 15.228
H -26.477 8.168 14.113
H -26.151 7.992 15.828
H -26.910 5.541 15.714
H -25.408 5.909 15.023
H -27.950 5.780 13.424
H -26.724 4.487 13.492
C -18.747 2.486 15.682
C -19.907 3.149 14.956
C -19.606 4.654 14.799
C -19.732 5.426 15.997
N -19.748 6.050 16.940
H -17.950 2.342 14.952
H -19.092 1.545 16.110
H -18.403 3.100 16.514
H -20.843 3.087 15.511
H -20.071 2.768 13.948
H -20.324 5.071 14.092
H -18.631 4.810 14.337
C -17.305 6.373 11.332
C -18.500 7.169 10.740
C -19.445 6.278 9.934
C -20.103 5.244 10.707
N -20.664 4.451 11.314
H -17.584 5.521 11.952
H -16.670 6.930 12.021
H -16.660 5.944 10.565
H -18.151 8.038 10.182
H -19.033 7.601 11.587
H -18.935 5.822 9.086
H -20.224 6.925 9.531
C -25.995 4.172 9.067
C -24.915 3.156 9.227
C -24.510 2.919 10.694
C -25.420 2.143 11.529
N -26.074 1.457 12.168
H -26.881 3.946 9.659
H -26.192 4.271 8.000
H -25.610 5.121 9.441
H -24.040 3.533 8.698
H -25.175 2.236 8.703
H -24.302 3.872 11.181
H -23.620 2.295 10.607
C -25.636 11.025 12.038
C -26.689 11.928 12.830
C -28.085 11.641 12.296
C -28.565 10.226 12.404
N -28.887 9.126 12.460
H -24.645 11.396 12.297
H -25.756 11.146 10.962
H -25.695 9.972 12.312
H -26.514 12.994 12.684
H -26.706 11.760 13.907
H -28.096 11.982 11.261
H -28.837 12.200 12.852
C -24.010 7.861 8.355
C -24.244 9.321 8.836
C -23.052 10.263 8.749
C -22.011 9.772 9.676
N -21.224 9.372 10.391
H -24.880 7.218 8.493
H -23.188 7.430 8.926
H -23.775 7.808 7.292
H -24.492 9.187 9.889
H -25.056 9.705 8.218
H -23.287 11.288 9.037
H -22.614 10.335 7.754
C -23.186 4.922 17.722
C -24.482 4.085 17.615
C -24.326 2.807 18.425
C -24.013 2.987 19.887
N -23.770 3.139 21.010
H -22.738 5.083 18.702
H -23.415 5.916 17.338
H -22.426 4.479 17.079
H -24.610 3.831 16.562
H -25.382 4.600 17.949
H -23.673 2.052 17.989
H -25.326 2.372 18.436
C -22.894 8.097 15.047
C -23.158 8.185 13.583
C -22.528 7.094 12.774
C -22.937 5.791 13.259
N -23.276 4.757 13.669
H -21.843 8.354 15.180
H -23.134 7.157 15.544
H -23.492 8.846 15.567
H -22.803 9.172 13.286
H -24.219 8.141 13.338
H -21.457 7.162 12.964
H -22.765 7.122 11.710
C -19.983 8.495 20.280
C -21.399 7.910 20.084
C -22.215 8.310 18.845
C -22.189 9.777 18.598
N -22.210 10.938 18.435
H -19.884 9.557 20.054
H -19.306 7.927 19.642
H -19.635 8.325 21.298
H -21.964 8.365 20.898
H -21.485 6.829 20.190
H -23.246 7.956 18.864
H -21.817 7.794 17.971
*
```



DFT (wB97M-V/def2-TZVPD) results for a single C7H6ClNOSi molecule at a distorted geometry.

Relative energy (zero: lowest compared OMol25 entry of this formula, charge and spin): 0.0 kcal/mol
SMILES string: [SiH3]c1cccc2oc(Cl)nc12
M: 183.670 g/mol
DFT total energy: -1149.96975 Ha
Frontier orbital gap: 9.05 eV

Structure (ORCA input):
```
! wB97M-V def2-TZVPD RIJCOSX def2/J DEFGRID3
* xyz 0 1
Si -0.283 2.057 -0.021
C 0.420 0.337 -0.075
C -0.387 -0.827 0.009
C 0.131 -2.103 -0.088
C 1.504 -2.408 0.112
C 2.325 -1.244 0.091
O 3.656 -1.200 0.083
C 3.920 0.163 0.052
Cl 5.465 0.646 -0.218
N 2.873 0.936 -0.022
C 1.855 0.075 0.029
H 0.628 3.180 0.458
H -1.093 1.825 1.137
H -0.915 2.387 -1.319
H -1.459 -0.637 -0.198
H -0.718 -2.706 0.076
H 1.860 -3.400 0.250
*
```



DFT (wB97M-V/def2-TZVPD) results for a 7-piece molecular cluster, C19H42NO13P overall at a distorted geometry.

Relative energy (zero: lowest compared OMol25 entry of this formula, charge and spin): 47.7 kcal/mol
M: 523.513 g/mol
DFT total energy: -2123.04120 Ha
Frontier orbital gap: 2.04 eV

Structure (ORCA input):
```
! wB97M-V def2-TZVPD RIJCOSX def2/J DEFGRID3
* xyz -2 1
N -0.484 0.688 -1.004
H 0.191 0.799 -1.710
H -0.199 0.257 -0.278
H -1.345 0.394 -1.298
H -0.676 1.575 -0.679
P -1.325 2.660 -3.308
O -0.973 1.260 -3.752
O -1.802 3.571 -4.476
O -0.343 3.225 -2.346
O -2.534 2.416 -2.443
O -2.356 -1.518 0.039
C -3.470 -1.524 -0.548
O -4.085 -2.590 -1.042
C -3.560 -3.856 -0.778
C -3.827 -4.751 -1.953
C -4.077 -0.172 -0.839
H -4.287 -4.262 0.140
H -2.834 -3.994 -0.261
H -3.545 -4.360 -2.916
H -4.872 -4.991 -2.187
H -3.354 -5.607 -1.634
H -4.047 0.671 -0.036
H -5.004 -0.108 -1.178
H -3.619 0.275 -1.706
O 2.296 1.341 0.365
C 2.474 2.527 0.625
O 3.066 2.935 1.801
C 3.364 2.060 2.923
C 4.373 2.723 3.879
C 2.069 3.679 -0.272
H 3.647 1.121 2.563
H 2.355 1.806 3.383
H 3.983 3.556 4.578
H 5.168 3.315 3.497
H 4.696 2.025 4.407
H 2.621 4.796 -0.007
H 1.162 4.142 -0.148
H 2.187 3.339 -1.342
O 1.885 -1.739 -0.042
C 2.708 -2.028 0.769
O 2.468 -2.629 1.931
C 1.235 -3.131 2.290
C 1.091 -4.550 2.043
C 4.122 -1.517 0.465
H 0.316 -2.630 2.042
H 1.107 -2.995 3.487
H 1.992 -5.100 2.458
H 0.952 -4.698 1.034
H 0.089 -5.015 2.450
H 4.418 -0.535 1.119
H 4.159 -1.219 -0.508
H 4.820 -2.456 0.747
O -2.403 4.503 2.408
C -1.955 3.894 1.457
O -1.311 2.642 1.467
C -0.966 2.146 2.683
C -0.301 0.716 2.509
C -2.056 4.368 0.104
H -1.440 2.481 3.686
H -0.021 2.652 2.951
H 0.091 0.608 3.433
H 0.389 0.769 1.910
H -1.018 -0.024 2.257
H -2.638 3.768 -0.333
H -1.203 4.527 -0.567
H -2.471 5.504 0.136
C -0.737 -2.207 -3.292
C 0.702 -2.230 -3.708
O 1.132 -3.415 -4.071
C 1.623 -1.083 -3.623
H -0.644 -2.229 -2.215
H -1.457 -3.091 -3.476
H -1.215 -1.444 -3.445
H 2.472 -1.022 -4.168
H 2.028 -0.989 -2.557
H 1.003 -0.023 -3.893
*
```



DFT (wB97M-V/def2-TZVPD) results for a single C2H4N2OS molecule at a distorted geometry.

Relative energy (zero: lowest compared OMol25 entry of this formula, charge and spin): 108.3 kcal/mol
M: 104.134 g/mol
DFT total energy: -661.25957 Ha
Frontier orbital gap (spin up / spin down): 5.70 / 7.38 eV

Structure (ORCA input):
```
! wB97M-V def2-TZVPD RIJCOSX def2/J DEFGRID3
* xyz 0 3
C 0.842 -1.478 0.153
C -1.610 1.238 -0.373
N 0.008 -0.319 -0.130
N -1.217 0.071 -0.034
O 2.081 0.929 0.764
S 1.679 0.074 -0.336
H 1.002 -1.565 1.169
H 0.844 -2.369 -0.385
H -0.941 2.060 -0.738
H -2.686 1.356 -0.091
*
```



DFT (wB97M-V/def2-TZVPD) results for a 2-piece molecular cluster, C20H22N4O6S overall at a distorted geometry.

Relative energy (zero: lowest compared OMol25 entry of this formula, charge and spin): 202.1 kcal/mol
SMILES string: Cc1ccc(S(=O)(=O)n2cc([N+](=O)[O-])c3ccc([N+](=O)[O-])cc32)cc1.CN1CCCC1
M: 446.485 g/mol
DFT total energy: -1843.72576 Ha
Frontier orbital gap: 7.62 eV

Structure (ORCA input):
```
! wB97M-V def2-TZVPD RIJCOSX def2/J DEFGRID3
* xyz 0 1
C 3.192 0.305 -0.881
C 1.702 0.392 -0.910
C 1.058 1.438 -1.583
C -0.332 1.525 -1.578
C -1.042 0.548 -0.877
S -2.794 0.503 -1.038
O -3.413 0.426 0.253
O -3.286 1.350 -2.086
N -2.874 -1.170 -1.585
C -3.124 -2.220 -0.751
C -3.406 -3.341 -1.537
N -4.205 -4.420 -1.121
O -4.254 -5.459 -1.819
O -4.824 -4.298 -0.041
C -3.136 -2.989 -2.935
C -3.299 -3.661 -4.152
C -3.014 -2.957 -5.330
C -2.458 -1.643 -5.263
N -1.598 -1.172 -6.309
O -1.452 -1.868 -7.338
O -0.993 -0.091 -6.122
C -2.435 -0.910 -4.067
C -2.777 -1.604 -2.919
C -0.415 -0.376 -0.034
C 0.961 -0.510 -0.134
H 3.530 -0.733 -0.765
H 3.680 0.743 -1.758
H 3.546 0.864 -0.001
H 1.649 2.194 -2.105
H -0.878 2.319 -2.089
H -3.226 -2.165 0.320
H -3.612 -4.706 -4.153
H -3.130 -3.404 -6.314
H -2.053 0.099 -4.032
H -0.989 -0.962 0.694
H 1.479 -1.296 0.423
C 4.523 0.978 2.115
N 3.071 1.083 2.110
C 2.328 0.026 2.757
C 0.927 0.622 2.965
C 1.056 2.139 2.712
C 2.548 2.390 2.475
H 4.960 1.799 1.522
H 5.002 1.001 3.120
H 4.818 0.033 1.643
H 2.321 -0.862 2.111
H 2.799 -0.270 3.713
H 0.230 0.199 2.234
H 0.560 0.397 3.971
H 0.505 2.403 1.799
H 0.665 2.724 3.549
H 3.043 2.791 3.386
H 2.735 3.120 1.674
*
```



DFT (wB97M-V/def2-TZVPD) results for C37H42AsMnN4P as an isolated structure at a distorted geometry.

Relative energy (zero: lowest compared OMol25 entry of this formula, charge and spin): 30.5 kcal/mol
M: 703.605 g/mol
DFT total energy: -5381.35846 Ha
Frontier orbital gap (spin up / spin down): 3.48 / 4.58 eV

Structure (ORCA input):
```
! wB97M-V def2-TZVPD RIJCOSX def2/J DEFGRID3
* xyz 3 5
Mn -0.175 -0.101 -0.333
C -0.268 2.384 1.078
C 0.945 1.607 1.559
N 1.489 0.766 0.408
C 2.522 -0.255 0.839
C 1.918 -1.631 0.861
C 2.540 -2.771 1.307
C 1.834 -3.967 1.272
C 0.513 -4.014 0.824
C -0.067 -2.848 0.398
C -1.499 -2.708 -0.064
N -1.830 -1.297 -0.537
C -2.766 -0.499 0.381
C -1.909 0.428 1.256
N -1.249 1.468 0.375
N 0.655 -1.704 0.393
H -0.747 2.903 1.906
H 0.026 3.119 0.332
H 1.708 2.294 1.919
H 0.715 0.930 2.382
H 1.911 1.390 -0.280
H 3.352 -0.220 0.132
H 2.903 0.020 1.822
H 3.556 -2.730 1.680
H 2.312 -4.877 1.616
H -0.048 -4.942 0.828
H -1.694 -3.391 -0.889
H -2.180 -2.981 0.740
H -2.253 -1.371 -1.456
H -3.440 0.086 -0.242
H -3.372 -1.135 1.020
H -2.429 0.805 2.135
H -1.079 -0.190 1.642
H -1.951 2.010 -0.121
C 0.290 -0.417 -4.391
C 1.118 0.313 -5.424
As 0.253 -0.099 -7.180
C 1.192 1.270 -8.192
C 2.424 1.806 -7.838
C 3.049 2.746 -8.657
C 2.443 3.158 -9.830
C 1.218 2.619 -10.194
C 0.600 1.676 -9.383
C -1.290 1.009 -6.714
C -1.299 2.404 -6.759
C -2.453 3.121 -6.461
C -3.613 2.449 -6.084
C -3.614 1.063 -6.015
C -2.462 0.347 -6.342
P 0.740 0.097 -2.698
C 2.504 -0.165 -2.519
C 3.531 0.776 -2.632
C 4.856 0.379 -2.480
C 5.169 -0.955 -2.247
C 4.156 -1.905 -2.176
C 2.832 -1.511 -2.305
C 0.215 1.835 -2.547
C -1.180 1.979 -2.637
C -1.784 3.219 -2.501
C -1.001 4.347 -2.270
C 0.378 4.227 -2.184
C 0.987 2.980 -2.321
H 0.415 -1.501 -4.454
H -0.777 -0.195 -4.492
H 2.150 -0.045 -5.439
H 1.130 1.398 -5.290
H 2.932 1.487 -6.938
H 4.016 3.148 -8.381
H 2.927 3.885 -10.468
H 0.743 2.928 -11.117
H -0.353 1.258 -9.691
H -0.414 2.934 -7.092
H -2.462 4.201 -6.555
H -4.525 3.003 -5.888
H -4.528 0.535 -5.766
H -2.493 -0.739 -6.355
H 3.335 1.803 -2.889
H 5.647 1.113 -2.575
H 6.204 -1.259 -2.153
H 4.400 -2.951 -2.034
H 2.051 -2.266 -2.252
H -1.812 1.119 -2.850
H -2.857 3.312 -2.606
H -1.466 5.321 -2.183
H 0.991 5.106 -2.023
H 2.062 2.937 -2.247
*
```



Please write out number 4 again, unchanged.
DFT (wB97M-V/def2-TZVPD) results for a single C2H4N2OS molecule at a distorted geometry.

Relative energy (zero: lowest compared OMol25 entry of this formula, charge and spin): 108.3 kcal/mol
M: 104.134 g/mol
DFT total energy: -661.25957 Ha
Frontier orbital gap (spin up / spin down): 5.70 / 7.38 eV

Structure (ORCA input):
```
! wB97M-V def2-TZVPD RIJCOSX def2/J DEFGRID3
* xyz 0 3
C 0.842 -1.478 0.153
C -1.610 1.238 -0.373
N 0.008 -0.319 -0.130
N -1.217 0.071 -0.034
O 2.081 0.929 0.764
S 1.679 0.074 -0.336
H 1.002 -1.565 1.169
H 0.844 -2.369 -0.385
H -0.941 2.060 -0.738
H -2.686 1.356 -0.091
*
```



Which formula does entry 2 have?
C7H6ClNOSi